{"formula": "C32H25F6N5O2", "method": "ωB97M-V/def2-TZVPD", "homo_energy_ev": -8.4169, "energy_ev": -61436.26699, "species": ["O", "N", "O", "C", "C", "N", "C", "C", "C", "C", "C", "N", "C", "C", "F", "F", "F", "C", "C", "C", "C", "C", "C", "C", "C", "C", "C", "C", "C", "N", "C", "C", "F", "F", "F", "C", "C", "C", "C", "C", "C", "C", "C", "C", "N", "H", "H", "H", "H", "H", "H", "H", "H", "H", "H", "H", "H", "H", "H", "H", "H", "H", "H", "H", "H", "H", "H", "H", "H", "H"], "xyz": [[7.387, 1.380, 0.129], [6.572, 1.590, 1.064], [6.878, 2.212, 2.090], [5.273, 1.089, 0.871], [4.647, 0.481, -0.226], [3.327, 0.240, 0.101], [1.912, -0.795, -0.407], [1.026, 0.057, -1.293], [1.676, 1.069, -1.962], [1.022, 1.907, -2.848], [-0.312, 1.632, -3.229], [-0.892, 2.472, -4.171], [-2.196, 2.155, -4.803], [-1.940, 1.418, -6.096], [-3.057, 0.971, -6.744], [-1.134, 0.330, -5.828], [-1.233, 2.235, -6.956], [-0.548, 3.853, -4.226], [-1.239, 4.729, -3.375], [-0.953, 6.086, -3.420], [-0.035, 6.573, -4.351], [0.623, 5.701, -5.222], [0.416, 4.327, -5.136], [-0.988, 0.561, -2.605], [-0.342, -0.192, -1.606], [1.130, -1.492, 0.719], [1.567, -2.720, 1.214], [0.792, -3.421, 2.124], [-0.401, -2.863, 2.637], [-1.184, -3.561, 3.548], [-0.952, -5.009, 3.805], [-1.897, -5.816, 2.946], [-1.755, -7.172, 3.014], [-3.198, -5.506, 3.279], [-1.734, -5.444, 1.627], [-1.934, -2.923, 4.574], [-3.272, -2.537, 4.369], [-3.975, -1.958, 5.428], [-3.323, -1.696, 6.639], [-2.000, -2.093, 6.840], [-1.314, -2.748, 5.825], [-0.777, -1.571, 2.234], [-0.030, -0.908, 1.264], [3.241, 0.705, 1.377], [4.395, 1.237, 1.881], [5.236, 0.155, -1.036], [2.473, -1.509, -1.004], [2.747, 1.153, -1.801], [1.550, 2.743, -3.273], [-2.695, 3.108, -5.040], [-2.834, 1.531, -4.169], [-1.972, 4.290, -2.689], [-1.465, 6.735, -2.718], [0.142, 7.645, -4.404], [1.312, 6.088, -5.964], [0.962, 3.613, -5.759], [-2.009, 0.345, -2.917], [-0.908, -1.034, -1.208], [2.438, -3.234, 0.802], [1.060, -4.434, 2.410], [0.066, -5.317, 3.560], [-1.167, -5.212, 4.865], [-3.740, -2.716, 3.398], [-5.022, -1.705, 5.300], [-3.853, -1.224, 7.463], [-1.472, -1.914, 7.776], [-0.290, -3.120, 5.933], [-1.718, -1.146, 2.582], [-0.448, -0.004, 0.834], [2.343, 0.577, 1.962]], "forces_ev_per_angstrom": [[-1.317, 0.187, 1.276], [3.308, 0.907, -0.583], [-0.899, -1.167, -1.580], [-2.989, -0.563, 0.000], [1.110, -0.003, 0.662], [-0.663, -0.937, 1.538], [0.125, 0.305, 0.269], [-0.363, -0.403, -0.074], [-0.059, 0.614, -0.619], [-0.510, -0.663, 0.022], [0.635, 0.170, 0.815], [-1.497, -0.433, -0.795], [0.544, 0.405, 0.460], [1.157, -0.488, -0.753], [1.145, 0.560, 0.734], [-0.984, 0.877, -0.649], [-0.917, -1.063, 0.603], [0.367, 0.657, -0.076], [0.495, -0.504, -0.363], [-0.065, -0.129, 0.005], [-0.182, -0.046, -0.022], [0.032, -0.016, 0.276], [-0.672, -0.137, 0.454], [0.802, 0.234, 0.165], [0.489, 0.178, -0.875], [1.235, 1.262, -0.204], [-0.455, -0.583, -0.236], [-0.460, 0.186, 0.015], [0.525, 0.151, 0.186], [0.236, -1.795, 0.143], [0.028, 0.724, 0.120], [-1.204, 0.156, -1.118], [-0.015, 1.478, 0.112], [1.163, -0.630, -0.386], [-0.213, -0.678, 1.187], [-0.607, 0.564, 0.505], [0.627, -0.165, 0.309], [0.429, 0.113, 0.056], [-0.005, -0.254, 0.033], [0.155, -0.200, -0.159], [-0.329, 0.179, -0.763], [0.158, -0.090, -0.506], [-0.089, -0.674, 0.107], [1.693, 0.838, 1.263], [-2.802, -0.949, -0.718], [-0.229, -0.375, -1.297], [0.108, -0.047, 0.183], [-0.348, 0.498, -0.074], [0.055, 0.050, -0.209], [0.018, -0.492, 0.126], [0.020, 0.256, -0.149], [0.273, 0.347, -0.172], [0.123, 0.144, -0.202], [0.051, -0.221, -0.037], [0.008, 0.024, 0.120], [-0.292, 0.298, 0.138], [0.326, -0.233, 0.359], [0.353, 0.221, 0.176], [-0.105, 0.428, 0.118], [0.242, 0.398, -0.214], [-0.226, -0.023, 0.285], [0.154, -0.056, -0.460], [0.146, 0.013, 0.352], [0.156, 0.057, 0.042], [-0.001, -0.030, -0.216], [-0.348, 0.028, -0.096], [-0.330, 0.297, 0.133], [0.335, -0.060, 0.006], [0.344, 0.120, 0.284], [0.007, 0.185, -0.035]]}